No. 1
93
Properties=species:S:1:pos:R:3:lowdin_spin:R:1 method="wB97M-V/def2-TZVPD" charge=+1 multiplicity=2 orbital_gap_ev="3.92 / 3.73" e_lumo_ev="-5.7696 / -5.6404" homo_energy_ev="-9.69 / -9.37"
Fe -0.03 -0.36 -0.15 1.00
C 4.09 -1.04 1.65 0.00
Sb 2.99 -0.15 0.02 -0.01
C 3.77 -1.46 -1.50 0.00
C 4.49 1.44 -0.42 0.00
C 4.59 2.46 0.63 0.00
C 5.54 2.30 1.64 0.00
C 5.68 3.22 2.65 0.00
C 4.86 4.34 2.69 0.00
C 3.92 4.52 1.69 0.00
C 3.78 3.62 0.64 0.00
C 2.83 3.93 -0.44 -0.01
Sb 0.89 2.86 -0.33 -0.02
C 0.47 3.74 1.62 0.00
C -0.17 4.42 -1.40 0.00
H 5.12 -1.21 1.33 0.00
H 3.63 -1.99 1.91 0.00
H 4.08 -0.38 2.52 0.00
H 4.83 -1.64 -1.32 0.00
H 3.65 -1.00 -2.48 0.00
H 3.22 -2.39 -1.46 0.00
H 4.20 1.84 -1.38 0.00
H 5.42 0.89 -0.52 0.00
H 6.19 1.44 1.60 0.00
H 6.44 3.08 3.41 0.00
H 4.96 5.06 3.48 0.00
H 3.31 5.41 1.70 0.00
H 3.25 3.72 -1.42 0.00
H 2.55 4.99 -0.40 0.00
H 0.53 4.82 1.51 0.00
H 1.21 3.42 2.34 0.00
H -0.52 3.48 1.95 0.00
H 0.07 5.40 -0.99 0.00
H -1.24 4.25 -1.31 0.00
H 0.10 4.39 -2.45 0.00
O 0.95 -4.09 4.36 0.00
C 0.74 -2.89 4.85 0.00
O 0.65 -2.67 6.03 0.00
C 0.58 -1.76 3.88 0.00
C 0.32 -0.47 4.31 0.00
N 0.18 0.29 3.22 0.00
N 0.35 -0.41 2.10 0.01
C 0.60 -1.67 2.47 0.00
C 0.87 -2.71 1.41 0.00
O 0.99 -3.89 1.76 0.00
O 0.97 -2.27 0.23 0.01
H 1.00 -4.13 3.36 0.00
H 0.23 -0.09 5.31 0.00
H 0.01 1.29 3.18 0.00
C -5.65 -2.69 0.69 0.00
O -4.43 -3.08 0.10 0.00
C -4.10 -2.60 -1.12 0.00
C -4.92 -1.78 -1.89 0.00
C -4.54 -1.37 -3.15 0.00
C -3.31 -1.74 -3.67 0.00
C -2.47 -2.55 -2.91 0.00
C -2.85 -2.99 -1.64 0.00
N -2.01 -3.92 -1.00 0.00
C -1.82 -4.14 0.29 0.00
C -2.14 -3.28 1.35 0.00
C -2.35 -3.81 2.64 0.00
C -2.83 -3.02 3.66 0.00
C -3.06 -1.66 3.43 0.00
C -2.78 -1.09 2.22 0.00
C -2.26 -1.85 1.15 0.00
O -1.84 -1.29 0.08 0.00
H -5.66 -3.17 1.67 0.00
H -6.51 -3.04 0.11 0.00
H -5.71 -1.61 0.81 0.00
H -5.89 -1.49 -1.52 0.00
H -5.21 -0.76 -3.74 0.00
H -3.01 -1.43 -4.65 0.00
H -1.51 -2.85 -3.30 0.00
H -1.57 -4.56 -1.65 0.00
H -1.37 -5.10 0.53 0.00
H -2.19 -4.86 2.80 0.00
H -3.04 -3.44 4.63 0.00
H -3.46 -1.05 4.23 0.00
H -2.93 -0.03 2.05 0.00
Cl -6.94 5.07 -0.04 0.00
C -5.57 4.04 -0.07 0.00
C -4.79 3.89 1.07 0.00
C -3.68 3.08 1.04 0.00
C -3.30 2.39 -0.14 0.00
C -2.15 1.63 -0.20 0.01
C -4.15 2.54 -1.28 0.00
C -5.25 3.35 -1.24 0.00
H -5.05 4.42 1.97 0.00
H -3.07 2.99 1.93 0.00
H -1.88 1.08 -1.09 0.00
H -1.56 1.46 0.70 0.00
H -3.89 2.01 -2.18 0.00
H -5.87 3.47 -2.12 0.00

No. 2
56
Properties=species:S:1:pos:R:3:nbo_charge:R:1 method="wB97M-V/def2-TZVPD" charge=+3 orbital_gap_ev="5.36 / 5.40" e_lumo_ev="-11.7585 / -11.7029" homo_energy_ev="-17.11 / -17.10"
Pt -0.45 -0.29 -0.07 1.00
C -0.42 1.47 1.26 -0.23
C -0.49 2.48 0.20 0.36
C -1.84 2.61 -0.27 -0.11
C -2.63 1.78 0.51 0.20
C -1.74 1.00 1.44 0.09
C -2.19 0.18 2.59 -0.69
C -4.11 1.77 0.55 -0.71
C -2.28 3.55 -1.33 -0.66
C 0.56 3.46 -0.14 -0.74
C 0.65 1.36 2.30 -0.65
H -1.47 -0.59 2.85 0.26
H -3.16 -0.27 2.41 0.25
H -2.29 0.83 3.47 0.29
H -4.45 2.53 1.26 0.31
H -4.51 0.82 0.91 0.25
H -4.55 2.03 -0.41 0.27
H -1.89 4.55 -1.16 0.26
H -3.37 3.62 -1.41 0.26
H -1.90 3.24 -2.31 0.26
H 0.30 4.40 0.37 0.33
H 0.57 3.69 -1.21 0.28
H 1.55 3.17 0.21 0.24
H 0.41 2.03 3.13 0.27
H 1.63 1.65 1.93 0.24
H 0.71 0.36 2.73 0.25
N 3.83 0.78 -1.10 -0.48
C 2.53 0.85 -1.01 0.36
N 1.75 -0.16 -0.68 -0.59
C 2.34 -1.40 -0.46 0.44
N 1.60 -2.43 -0.27 -0.30
N 0.29 -2.20 -0.28 -0.19
C -0.55 -3.16 -0.38 0.13
C -1.94 -2.81 -0.47 0.11
C -2.95 -3.74 -0.53 -0.16
C -4.25 -3.30 -0.75 -0.08
C -4.47 -1.95 -0.95 -0.21
C -3.40 -1.07 -0.87 0.08
N -2.17 -1.48 -0.60 -0.44
C 3.78 -1.54 -0.51 -0.17
C 4.44 -2.75 -0.26 -0.12
C 5.81 -2.80 -0.28 -0.17
C 6.55 -1.64 -0.55 -0.10
C 5.92 -0.45 -0.83 -0.24
C 4.54 -0.40 -0.81 0.23
H 4.36 1.59 -1.37 0.46
H 2.07 1.80 -1.25 0.22
H -0.20 -4.19 -0.47 0.27
H -2.73 -4.79 -0.41 0.27
H -5.07 -4.00 -0.79 0.28
H -5.46 -1.57 -1.17 0.27
H -3.55 -0.01 -1.03 0.23
H 3.85 -3.64 -0.05 0.25
H 6.32 -3.73 -0.08 0.26
H 7.63 -1.69 -0.54 0.26
H 6.50 0.44 -1.06 0.25

No. 3
28
Properties=species:S:1:pos:R:3:nbo_charge:R:1 method="wB97M-V/def2-TZVPD" orbital_gap_ev=6.98 e_lumo_ev=-1.0150 e_above_lowest_ev=0.000 homo_energy_ev=-8.00
Br -3.28 2.39 -0.68 0.11
C -2.13 0.85 -0.83 -0.15
C -2.47 -0.19 -1.74 0.20
N -3.56 -0.09 -2.50 -0.74
C -1.58 -1.29 -1.84 -0.15
Br -1.95 -2.71 -3.09 0.11
C -0.45 -1.33 -1.08 0.12
N -0.13 -0.30 -0.25 -0.29
C -0.96 0.77 -0.10 0.09
H -3.76 -0.83 -3.17 0.42
H -4.17 0.71 -2.46 0.42
H 0.25 -2.16 -1.13 0.26
H -0.67 1.55 0.59 0.27
O -0.34 -2.36 1.46 -0.50
N 0.08 -1.58 2.36 0.50
C 0.87 -0.46 1.99 -0.16
C 1.10 -0.37 0.50 -0.08
C 1.90 0.83 0.28 -0.06
N 2.49 1.14 -0.91 0.42
O 2.26 0.82 -2.06 -0.43
O 3.54 2.05 -0.64 -0.17
N 3.65 2.27 0.75 -0.12
C 2.65 1.49 1.30 0.30
N 2.43 1.28 2.60 -0.53
C 1.51 0.35 2.92 0.14
O -0.18 -1.79 3.57 -0.43
H 1.65 -1.26 0.14 0.24
H 1.27 0.22 3.99 0.23

Number 1: calculated total energy -116817.0108 eV. Number 2: calculated total energy -35978.9078 eV. Number 3: calculated total energy -167674.7626 eV.